[1]
Density functional theory data (the ωB97M-V functional and the def2-TZVPD basis) for an isolated ion of composition C5H11FNO and charge +1 in a non-equilibrium geometry.

Results
M (g/mol): 120.15
HOMO-LUMO gap (eV): 12.41
Structure (SMILES): C[C@@H](C(=O)F)[NH+](C)C
Energy relative to the best compared isomer or geometry (same formula, charge and spin) (eV): 0.624

The geometry in ORCA input format:
```
! wB97M-V def2-TZVPD RIJCOSX def2/J DEFGRID3
* xyz 1 1
C -0.22 1.85 0.83
C -0.59 0.31 0.58
C -1.93 0.26 -0.36
O -2.38 -0.62 -0.97
F -2.47 1.41 -0.34
N 0.58 -0.36 0.06
C 0.67 -1.76 0.58
C 0.95 -0.41 -1.38
H 0.26 2.10 -0.18
H 0.56 2.08 1.62
H -1.04 2.53 0.88
H -0.81 -0.19 1.48
H 1.32 0.10 0.49
H -0.08 -2.28 0.02
H 1.64 -2.26 0.34
H 0.48 -1.71 1.67
H 0.09 -0.92 -1.96
H 0.96 0.56 -1.84
H 2.03 -0.66 -1.52
*
```

Formally, the Löwdin partial charges of the atoms, in units of the elementary charge, are as follows:
1 C 0.01
2 C -0.17
3 C -0.44
4 O 0.22
5 F 0.19
6 N -0.18
7 C 0.04
8 C 0.02
9 H 0.11
10 H 0.12
11 H 0.07
12 H 0.13
13 H 0.14
14 H 0.10
15 H 0.13
16 H 0.13
17 H 0.15
18 H 0.09
19 H 0.14

***

[2]
Density functional theory data (the ωB97M-V functional and the def2-TZVPD basis) for a 6-piece molecular cluster, C16H25N5O8S overall in a non-equilibrium geometry.

Results
M (g/mol): 447.47
HOMO-LUMO gap (alpha / beta) (eV): 3.03 / 6.38

The geometry in ORCA input format:
```
! wB97M-V def2-TZVPD RIJCOSX def2/J DEFGRID3
* xyz -1 2
C 2.95 1.85 -4.59
N 3.45 1.97 -3.21
O 4.26 2.90 -2.89
O 2.97 1.25 -2.34
H 3.38 2.64 -5.20
H 1.87 1.84 -4.47
H 3.44 0.94 -4.95
C 2.07 -3.54 0.07
N 2.62 -4.90 -0.34
O 3.70 -5.30 0.09
O 2.06 -5.49 -1.21
H 0.99 -3.47 -0.03
H 2.77 -2.95 -0.52
H 2.31 -3.50 1.13
C -0.57 1.72 0.37
C 0.89 1.37 0.71
O 0.91 0.03 0.72
S -0.47 -0.66 1.44
O -0.30 -1.00 2.87
O -1.02 -1.69 0.54
O -1.32 0.79 1.21
H -0.88 1.59 -0.67
H -0.86 2.75 0.60
H 1.30 1.57 1.69
H 1.62 1.87 0.08
N 2.45 0.57 4.67
C 2.80 -0.64 4.13
C 3.96 -1.18 4.70
C 4.52 -0.05 5.37
C 3.59 0.99 5.40
H 1.57 1.04 4.59
H 2.15 -1.08 3.38
H 4.44 -2.12 4.45
H 5.55 -0.06 5.69
H 3.47 1.93 5.93
N -1.83 4.38 -1.41
C -0.85 3.82 -2.12
C -1.50 2.91 -3.03
C -2.90 2.94 -2.67
C -3.09 3.92 -1.74
H -1.68 5.08 -0.69
H 0.19 4.04 -1.92
H -1.05 2.21 -3.73
H -3.67 2.33 -3.11
H -3.86 4.10 -1.00
N -4.44 -2.38 -1.53
C -5.78 -2.34 -1.73
C -6.42 -2.91 -0.61
C -5.38 -3.27 0.25
C -4.15 -2.93 -0.35
H -3.75 -2.08 -2.20
H -6.29 -1.89 -2.57
H -7.50 -2.97 -0.50
H -5.54 -3.79 1.18
H -3.16 -3.15 0.03
*
```

Formally, the Löwdin partial charges of the atoms, in units of the elementary charge, are as follows:
1 C -0.05
2 N -0.63
3 O -0.23
4 O -0.20
5 H 0.06
6 H 0.06
7 H 0.06
8 C 0.07
9 N -0.46
10 O 0.03
11 O 0.07
12 H 0.08
13 H 0.12
14 H 0.09
15 C -0.13
16 C -0.24
17 O -0.20
18 S 0.79
19 O -0.28
20 O -0.28
21 O -0.22
22 H 0.11
23 H 0.12
24 H 0.12
25 H 0.13
26 N 0.01
27 C -0.16
28 C -0.08
29 C -0.13
30 C -0.13
31 H 0.14
32 H 0.08
33 H 0.09
34 H 0.08
35 H 0.09
36 N -0.04
37 C -0.14
38 C -0.07
39 C -0.13
40 C -0.14
41 H 0.15
42 H 0.12
43 H 0.08
44 H 0.08
45 H 0.10
46 N 0.00
47 C -0.15
48 C -0.12
49 C -0.12
50 C -0.13
51 H 0.16
52 H 0.10
53 H 0.08
54 H 0.08
55 H 0.10

***

[3]
Density functional theory data (the ωB97M-V functional and the def2-TZVPD basis) for C4H7OYb as an isolated structure in a non-equilibrium geometry.

Results
M (g/mol): 244.14
HOMO-LUMO gap (alpha / beta) (eV): 5.24 / 8.49
Energy relative to the best compared isomer or geometry (same formula, charge and spin) (eV): 2.408

The geometry in ORCA input format:
```
! wB97M-V def2-TZVPD RIJCOSX def2/J DEFGRID3
* xyz 2 2
H 1.38 1.03 -0.94
C -0.37 0.89 0.40
C 0.36 0.62 -0.95
C 0.33 -0.78 -0.48
O -0.44 -1.68 -0.95
Yb -2.18 -2.26 -2.28
H -0.18 1.94 0.68
H -1.45 0.73 0.27
H -0.26 0.81 -1.83
H 1.16 -1.23 0.41
C 0.60 -0.05 1.54
H 1.15 0.74 2.09
H -0.08 -0.77 2.04
*
```

Formally, the Löwdin partial charges of the atoms, in units of the elementary charge, are as follows:
1 H 0.15
2 C -0.13
3 C -0.11
4 C -0.31
5 O -0.23
6 Yb 1.81
7 H 0.13
8 H 0.11
9 H 0.12
10 H 0.23
11 C 0.07
12 H 0.09
13 H 0.08

***

[4]
Density functional theory data (the ωB97M-V functional and the def2-TZVPD basis) for C6H7AgO as an isolated structure in a non-equilibrium geometry.

Results
M (g/mol): 202.99
HOMO-LUMO gap (eV): 7.22

The geometry in ORCA input format:
```
! wB97M-V def2-TZVPD RIJCOSX def2/J DEFGRID3
* xyz 0 1
C -1.89 0.65 -0.63
C -1.76 0.44 0.56
C -1.45 0.38 1.98
C -1.10 -1.01 2.45
O -0.28 -1.72 1.90
Ag 1.22 -1.47 0.10
H -2.15 0.70 -1.68
H -2.30 0.72 2.60
H -0.61 1.04 2.25
H -1.58 -1.33 3.40
C 2.53 0.04 -2.87
H 2.74 -0.99 -3.19
H 2.96 0.80 -3.55
C 1.86 0.32 -1.73
H 1.81 1.41 -1.57
*
```

Formally, the Löwdin partial charges of the atoms, in units of the elementary charge, are as follows:
1 C 0.12
2 C -0.15
3 C -0.17
4 C -0.23
5 O -0.05
6 Ag 0.60
7 H 0.04
8 H 0.12
9 H 0.14
10 H 0.13
11 C -0.26
12 H 0.00
13 H 0.02
14 C -0.26
15 H -0.04

***

[5]
Density functional theory data (the ωB97M-V functional and the def2-TZVPD basis) for a 2-piece molecular cluster, C2H8NO overall in a non-equilibrium geometry.

Results
M (g/mol): 62.09
HOMO-LUMO gap (eV): 6.20
Energy relative to the best compared isomer or geometry (same formula, charge and spin) (eV): 1.078

The geometry in ORCA input format:
```
! wB97M-V def2-TZVPD RIJCOSX def2/J DEFGRID3
* xyz -1 1
O 1.09 2.71 -0.52
H 1.45 3.60 -0.48
C 0.10 -0.06 -0.50
N 0.08 -1.34 0.23
C -1.24 -1.62 0.76
H -0.05 0.85 0.09
H 1.05 0.03 -0.97
H -0.55 -0.07 -1.38
H 0.71 -1.21 1.00
H -1.42 -2.65 1.06
H -2.01 -1.35 0.05
H -1.52 -0.95 1.60
*
```

Formally, the Löwdin partial charges of the atoms, in units of the elementary charge, are as follows:
1 O -0.63
2 H -0.23
3 C -0.18
4 N -0.19
5 C -0.19
6 H 0.04
7 H 0.05
8 H 0.07
9 H 0.08
10 H 0.05
11 H 0.06
12 H 0.07

***

[6]
Density functional theory data (the ωB97M-V functional and the def2-TZVPD basis) for one molecule with the formula C4H5NO2 in a non-equilibrium geometry.

Results
M (g/mol): 99.09
HOMO-LUMO gap (alpha / beta) (eV): 7.53 / 7.53
Energy relative to the best compared isomer or geometry (same formula, charge and spin) (eV): 3.582

The geometry in ORCA input format:
```
! wB97M-V def2-TZVPD RIJCOSX def2/J DEFGRID3
* xyz 0 1
N -2.31 -0.80 -0.22
C -1.30 -0.37 0.51
C 0.04 -0.57 -0.01
C 1.11 0.23 0.15
O 2.40 -0.22 0.11
C 0.99 1.70 0.20
O -0.04 2.26 -0.11
H -3.24 -0.77 0.19
H -2.28 -1.12 -1.19
H 0.32 -1.45 -0.57
H 2.40 -1.13 0.45
H 1.91 2.24 0.48
*
```

Formally, the Löwdin partial charges of the atoms, in units of the elementary charge, are as follows:
1 N 0.04
2 C -0.11
3 C -0.09
4 C -0.32
5 O 0.04
6 C -0.20
7 O 0.07
8 H 0.09
9 H 0.11
10 H 0.12
11 H 0.11
12 H 0.13

***

Among the records above, which one has the lowest M?
C2H8NO

***

Among the records above, which one has the highest M?
C16H25N5O8S

***

Look up the M of the fourth one.
202.99 g/mol